(one)
43
Properties=species:S:1:pos:R:3 method="wB97M-V/def2-TZVPD" smiles="N#Cc1cc2cc3c(cc2nc1SCC(=O)N1CCOCC1)OCCO3" multiplicity=1 homo_ev=-8.275 orbital_gap_ev=7.97 lumo_ev=-0.309
N -1.2530 -4.6067 0.4566
C -0.5361 -3.7347 0.2537
C 0.3432 -2.6593 0.0161
C 1.6430 -2.6735 0.4714
C 2.4792 -1.5683 0.2277
C 3.8178 -1.5081 0.6463
C 4.5861 -0.4014 0.3813
C 4.0180 0.7137 -0.2923
C 2.7178 0.6631 -0.7362
C 1.9289 -0.4698 -0.4958
N 0.6597 -0.4823 -0.9437
C -0.0998 -1.5065 -0.7000
S -1.7500 -1.4859 -1.3000
C -1.8934 0.2535 -1.8237
H -2.5919 0.2758 -2.6584
C -2.3328 1.1390 -0.6711
O -1.5876 1.9796 -0.2076
N -3.5823 0.9485 -0.1929
C -4.5306 -0.0476 -0.6525
H -4.5174 -0.1151 -1.7424
C -5.9340 0.3528 -0.2008
O -6.0596 0.4198 1.2029
C -4.8715 0.8265 1.8586
H -4.2987 -0.0605 2.1675
C -3.9995 1.7074 0.9748
H -4.5544 2.6019 0.6679
H -3.1007 2.0278 1.5061
H -5.1819 1.3694 2.7548
H -6.6613 -0.3898 -0.5378
H -6.1955 1.3237 -0.6489
H -4.2834 -1.0358 -0.2444
H -0.8962 0.5638 -2.1361
H 2.2920 1.5077 -1.2513
O 4.7357 1.8497 -0.5163
C 5.9289 1.9396 0.2336
C 6.6762 0.6104 0.1903
H 7.6040 0.6551 0.7619
O 5.8933 -0.4050 0.7811
H 6.8980 0.3507 -0.8540
H 6.5151 2.7421 -0.2158
H 5.6949 2.1931 1.2765
H 4.2608 -2.3373 1.1753
H 2.0193 -3.5272 1.0174

---

(two)
43
Properties=species:S:1:pos:R:3 method="wB97M-V/def2-TZVPD" multiplicity=1 homo_ev=-8.018 orbital_gap_ev=7.60 lumo_ev=-0.420
C -2.3387 -3.5515 0.0320
H -1.6760 -4.4147 0.0959
O -1.4906 -2.4355 0.1949
C -1.9460 -1.1580 0.1269
C -0.9253 -0.2118 0.1295
C -1.1908 1.1507 0.0774
C -2.5294 1.5632 0.0385
C -3.5615 0.6458 0.0485
C -3.2880 -0.7410 0.0739
O -4.2696 -1.6956 0.1056
C -5.4409 -1.5224 -0.6676
H -6.1801 -0.9114 -0.1473
H -5.2180 -1.0720 -1.6374
H -5.8387 -2.5271 -0.8166
O -4.8816 1.0038 0.0571
C -5.2127 2.3708 0.0228
H -4.8306 2.8999 0.9010
H -6.3012 2.4048 0.0289
H -4.8417 2.8535 -0.8867
H -2.7405 2.6194 0.0167
C -0.1760 2.1672 0.0685
C 1.1704 2.0718 0.0686
C 1.9985 3.2889 0.0610
O 1.5939 4.4279 0.0567
N 3.3315 2.9493 0.0601
C 3.6789 1.6304 0.0463
N 4.8755 1.2526 -0.0280
C 5.3315 -0.0458 0.0066
C 4.8681 -1.0100 0.9038
C 5.4515 -2.2635 0.8910
C 6.4778 -2.5112 -0.0081
N 6.9275 -1.6021 -0.8587
C 6.3777 -0.4075 -0.8510
H 6.7649 0.3081 -1.5632
H 6.9696 -3.4737 -0.0496
H 5.1186 -3.0313 1.5724
H 4.0844 -0.7669 1.6067
S 2.1804 0.6408 0.0788
H 4.0519 3.6573 0.0435
H -0.5348 3.1915 0.0584
H 0.0824 -0.5897 0.1669
H -2.8301 -3.5466 -0.9438
H -3.0924 -3.6083 0.8189

---

Verdict on stability: (one) comes out on top.